Version P
The following is a quantum chemistry calculation of a cluster of 2 separate species, C5H15NO in total, from OMol25.

Values from the calculation:
Orbital gap = 10.08 eV
E_HOMO = -9.15 eV
Lowest unoccupied orbital energy = 0.93 eV
Total charge = 0

Atoms and positions in Å:
C  -0.619  1.110  -2.906
C  -0.731  0.166  -1.719
C  -0.749  0.803  -0.323
C  0.655  1.233  0.171
C  1.367  0.073  0.886
N  0.912  -0.081  2.268
H  -0.505  0.584  -3.867
H  -1.551  1.706  -3.002
H  0.283  1.698  -2.864
H  0.119  -0.512  -1.530
H  -1.595  -0.521  -1.909
H  -1.435  1.658  -0.167
H  -1.110  0.161  0.496
H  1.238  1.525  -0.729
H  0.662  2.072  0.862
H  1.154  -0.906  0.443
H  2.470  0.143  1.036
H  -0.079  0.016  2.468
H  1.346  0.661  2.804
O  -0.700  -2.815  1.453
H  -1.186  -3.430  0.892
H  -0.300  -2.182  0.855

=====

Version Q
The following is a quantum chemistry calculation of a cluster of 2 separate species, C5H15NO in total, from OMol25.

Values from the calculation:
Orbital gap = 9.97 eV
E_HOMO = -9.08 eV
Lowest unoccupied orbital energy = 0.89 eV
Total charge = 0

Atoms and positions in Å:
C  0.134  -2.413  1.716
C  -1.054  -1.461  1.680
C  -1.515  -1.070  0.234
C  -0.684  0.043  -0.393
C  -1.174  0.539  -1.762
N  -0.374  1.133  0.539
H  0.161  -2.925  2.685
H  1.129  -1.961  1.600
H  0.073  -3.201  0.964
H  -1.922  -1.967  2.096
H  -0.769  -0.556  2.219
H  -1.347  -1.954  -0.359
H  -2.580  -0.819  0.307
H  0.290  -0.418  -0.577
H  -0.331  0.886  -2.328
H  -1.875  1.360  -1.640
H  -1.659  -0.262  -2.310
H  -0.042  1.943  0.031
H  -1.203  1.466  1.019
O  3.839  2.621  -1.641
H  4.596  3.015  -2.083
H  4.032  2.632  -0.688

=====

Version R
The following is a quantum chemistry calculation of a cluster of 2 separate species, C5H15NO in total, from OMol25.

Values from the calculation:
Orbital gap = 9.24 eV
E_HOMO = -8.47 eV
Lowest unoccupied orbital energy = 0.76 eV
Total charge = 0

Atoms and positions in Å:
C  0.216  -1.494  2.066
N  0.011  -1.318  0.618
C  -0.429  -0.029  0.136
C  -0.538  0.082  -1.398
C  0.487  -0.785  -2.103
C  -0.466  1.558  -1.820
H  1.117  -0.918  2.280
H  -0.525  -1.028  2.717
H  0.465  -2.497  2.404
H  -0.633  -2.060  0.350
H  -1.368  0.236  0.653
H  0.356  0.713  0.315
H  -1.562  -0.240  -1.637
H  0.617  -0.621  -3.170
H  1.482  -0.722  -1.650
H  0.236  -1.839  -1.942
H  -0.999  2.135  -1.059
H  0.567  1.886  -1.915
H  -0.970  1.677  -2.778
O  0.890  1.468  2.525
H  0.003  1.715  2.195
H  1.042  2.083  3.214

=====

Version S
The following is a quantum chemistry calculation of a cluster of 2 separate species, C5H15NO in total, from OMol25.

Values from the calculation:
Orbital gap = 9.51 eV
E_HOMO = -8.64 eV
Lowest unoccupied orbital energy = 0.87 eV
Total charge = 0

Atoms and positions in Å:
C  1.356  1.069  -1.547
C  0.833  0.264  -0.272
C  0.255  -1.085  -0.416
C  -0.436  -1.145  -1.740
N  -0.685  -1.224  0.694
C  -0.080  -0.969  2.018
H  0.513  1.372  -2.268
H  1.699  2.114  -1.221
H  2.350  0.629  -1.922
H  -0.040  0.813  0.095
H  1.643  0.348  0.402
H  1.026  -1.958  -0.286
H  -1.234  -1.853  -1.713
H  0.304  -1.553  -2.531
H  -0.785  -0.270  -2.276
H  -1.286  -2.020  0.776
H  -0.764  -1.392  2.792
H  0.920  -1.282  2.133
H  -0.017  0.114  1.991
O  -2.131  2.760  1.465
H  -1.619  3.359  2.133
H  -1.823  1.909  1.693

=====

Of them, the most stable is version Q and the least stable is version S.

=====

Version P
The following is a quantum chemistry calculation of a cluster of 2 separate species, C5H15NO in total, from OMol25.

Values from the calculation:
Orbital gap = 8.69 eV
E_HOMO = -8.06 eV
Lowest unoccupied orbital energy = 0.63 eV
Total charge = 0

Atoms and positions in Å:
C  -2.179  -2.401  -0.265
C  -1.510  -1.249  0.513
N  -1.215  0.015  -0.108
C  -0.537  -0.130  -1.399
C  -0.646  1.079  0.721
C  0.832  0.911  1.125
H  -1.548  -2.636  -1.121
H  -3.151  -2.070  -0.637
H  -2.264  -3.188  0.469
H  -1.960  -1.041  1.481
H  -0.557  -1.672  0.940
H  -0.172  0.847  -1.708
H  0.226  -0.931  -1.401
H  -1.269  -0.440  -2.152
H  -0.594  1.938  0.041
H  -1.306  1.182  1.588
H  0.912  0.258  1.987
H  1.359  0.517  0.250
H  1.262  1.899  1.284
O  5.107  2.365  -0.804
H  5.008  2.662  0.113
H  4.201  2.084  -0.915

=====

Version Q
The following is a quantum chemistry calculation of a cluster of 2 separate species, C5H15NO in total, from OMol25.

Values from the calculation:
Orbital gap = 9.55 eV
E_HOMO = -8.68 eV
Lowest unoccupied orbital energy = 0.88 eV
Total charge = 0

Atoms and positions in Å:
C  -1.209  0.678  -2.385
N  -0.887  -0.435  -1.505
C  0.438  -0.432  -0.907
C  0.360  -1.225  0.456
C  -0.636  -0.660  1.431
C  1.789  -1.211  1.065
H  -1.027  1.643  -1.892
H  -0.443  0.812  -3.178
H  -2.215  0.588  -2.765
H  -1.083  -1.278  -2.037
H  1.216  -0.933  -1.483
H  0.657  0.601  -0.634
H  0.050  -2.214  0.110
H  -0.205  0.123  2.057
H  -1.511  -0.208  0.953
H  -1.071  -1.452  2.045
H  2.277  -2.184  0.953
H  2.409  -0.481  0.550
H  1.762  -1.075  2.141
O  -0.338  3.427  1.480
H  -0.440  3.284  2.412
H  0.108  2.631  1.132

=====

Of them, the most stable is version Q and the least stable is version P.

=====

Version P
The following is a quantum chemistry calculation of a cluster of 3 separate species, C4H13NO2 in total, from OMol25.

Values from the calculation:
Orbital gap = 8.75 eV
E_HOMO = -7.96 eV
Lowest unoccupied orbital energy = 0.80 eV
Total charge = 0

Atoms and positions in Å:
C  -1.038  -1.983  1.365
C  -0.619  -0.701  0.651
C  -0.559  -0.615  -0.703
N  -0.203  0.569  -1.321
C  0.583  0.423  -2.584
H  -1.396  -1.866  2.384
H  -1.773  -2.696  0.969
H  -0.084  -2.571  1.323
H  -0.206  0.000  1.328
H  -1.057  -1.411  -1.296
H  0.082  1.352  -0.748
H  1.649  0.422  -2.380
H  0.292  -0.465  -3.124
H  0.228  1.127  -3.302
O  -0.948  1.660  2.313
H  -1.088  0.923  2.950
H  -1.243  1.169  1.521
O  2.621  1.507  -0.123
H  2.838  2.191  0.523
H  1.922  0.964  0.254

=====

Version Q
The following is a quantum chemistry calculation of a cluster of 4 separate species, C4H13NO2 in total, from OMol25.

Values from the calculation:
Orbital gap = 6.98 eV
E_HOMO = -7.58 eV
Lowest unoccupied orbital energy = -0.60 eV
Total charge = 0

Atoms and positions in Å:
C  1.703  0.517  0.196
C  0.200  0.391  0.748
C  -0.003  -1.039  1.050
C  -1.172  -1.899  0.341
N  2.042  1.948  -0.293
H  1.745  -0.203  -0.525
H  2.301  0.176  0.962
H  -0.489  0.736  -0.027
H  0.145  0.991  1.604
H  0.588  -1.521  1.910
H  -2.123  -1.337  -0.184
H  -1.242  -2.976  0.796
H  2.609  2.511  0.332
H  1.231  2.484  -0.743
H  0.039  -1.396  -0.372
H  0.824  -2.433  -1.959
O  1.214  -2.501  -1.074
H  -2.791  2.272  -1.412
H  -3.848  1.754  -0.481
O  -2.972  1.526  -0.868

=====

Of them, the most stable is version P and the least stable is version Q.

=====

Version P
The following is a quantum chemistry calculation of the ion C3H6NO3 with charge +1, from OMol25.

Values from the calculation:
Orbital gap = 11.19 eV
E_HOMO = -15.25 eV
Lowest unoccupied orbital energy = -4.06 eV
Total charge = +1

Atoms and positions in Å:
N  0.792  0.595  0.909
C  0.195  -0.054  -0.391
O  1.311  -0.148  -1.178
C  -0.903  -1.038  0.064
O  -1.901  -0.069  -0.385
C  -1.057  0.858  -0.744
O  -1.164  1.991  -1.027
H  0.244  0.491  1.793
H  1.270  1.558  0.767
H  1.699  0.178  1.011
H  1.613  -1.027  -1.368
H  -1.179  -1.902  -0.533
H  -0.921  -1.434  1.083

=====

Version Q
The following is a quantum chemistry calculation of a cluster of 2 separate species, C3H6NO3 in total, from OMol25.

Values from the calculation:
Orbital gap = 9.72 eV
E_HOMO = -13.56 eV
Lowest unoccupied orbital energy = -3.84 eV
Total charge = +1

Atoms and positions in Å:
C  -1.164  0.737  0.007
C  0.091  0.111  -0.095
C  2.237  0.078  0.005
N  -2.361  -0.142  0.044
O  2.470  -1.067  0.083
O  -0.028  -1.258  0.013
O  2.789  1.230  -0.032
H  -1.060  1.795  0.118
H  -1.775  -1.007  0.032
H  -2.915  -0.076  -0.718
H  -2.870  -0.053  0.882
H  0.930  -1.725  0.033
H  3.656  1.377  -0.373

=====

Of them, the most stable is version P and the least stable is version Q.